Here is C15H29AsCuOSb2 as an isolated structure from the Open Molecules 2025 dataset. Energies are from wB97M-V/def2-TZVPD.

Positions of all 49 atoms, in Å:
Cu  -0.717  1.153  0.336
C  -1.020  -0.433  -4.149
Sb  -0.297  -0.007  -2.183
C  1.767  0.180  -2.683
C  -0.341  -2.063  -1.442
C  1.005  -2.694  -1.284
C  1.642  -3.222  -2.407
C  2.914  -3.763  -2.334
C  3.580  -3.786  -1.118
C  2.953  -3.287  0.011
C  1.669  -2.746  -0.047
C  1.038  -2.259  1.223
Sb  1.099  -0.124  1.411
C  3.149  0.197  0.971
C  1.106  0.090  3.531
H  -2.009  -0.882  -4.078
H  -0.343  -1.126  -4.648
H  -1.092  0.481  -4.734
H  2.204  -0.766  -2.993
H  2.326  0.585  -1.842
H  1.840  0.892  -3.506
H  -0.945  -2.611  -2.167
H  -0.899  -2.047  -0.508
H  1.122  -3.209  -3.358
H  3.382  -4.169  -3.221
H  4.573  -4.207  -1.044
H  3.461  -3.333  0.967
H  1.574  -2.654  2.086
H  -0.004  -2.563  1.317
H  3.756  -0.297  1.729
H  3.376  1.261  0.967
H  3.387  -0.234  0.001
H  1.914  -0.484  3.981
H  0.157  -0.257  3.937
H  1.235  1.141  3.784
C  -2.674  2.667  3.123
As  -3.209  3.078  1.322
C  -5.095  2.764  1.170
C  -2.836  4.933  1.011
O  -2.411  2.124  0.220
H  -3.268  3.241  3.834
H  -1.620  2.908  3.255
H  -2.827  1.603  3.297
H  -5.645  3.365  1.893
H  -5.276  1.706  1.353
H  -5.420  3.011  0.161
H  -3.323  5.539  1.773
H  -3.197  5.221  0.025
H  -1.759  5.084  1.056

Values from the calculation:
* 2S+1: 1
* HOMO energy: -10.57 eV
* ΔE to the lowest compared entry with this formula, charge and spin: 6.0 kcal/mol
* F_max: 0.7 eV/A
* net charge: +1

---

Here is C15H29B3Cl12INO5 as an isolated structure in a non-equilibrium geometry from the Open Molecules 2025 dataset. Energies are from wB97M-V/def2-TZVPD.

Positions of all 66 atoms, in Å:
C  -3.722  -6.184  5.470
C  -4.676  -5.099  5.031
O  -5.207  -5.357  3.727
B  -4.408  -5.005  2.714
O  -4.076  -5.950  1.729
B  -2.735  -5.914  1.513
I  -1.629  -7.740  1.606
O  -2.101  -4.699  1.309
B  -2.519  -3.808  2.260
O  -1.664  -2.932  2.925
C  -0.418  -3.106  2.600
N  0.749  -3.148  2.606
O  -3.841  -3.746  2.581
H  -2.944  -6.364  4.743
H  -4.276  -7.082  5.674
H  -3.266  -5.870  6.396
H  -5.513  -5.103  5.705
H  -4.195  -4.132  5.093
Cl  -4.666  -3.880  -3.494
C  -4.053  -3.248  -1.945
C  -5.143  -3.116  -0.913
Cl  -6.307  -1.830  -1.321
H  -3.570  -2.295  -2.138
H  -3.300  -3.950  -1.591
H  -4.705  -2.853  0.049
H  -5.697  -4.044  -0.800
Cl  -1.128  -0.723  -0.936
C  0.406  -0.879  -0.031
C  1.217  0.394  -0.071
Cl  1.869  0.727  -1.696
H  0.948  -1.722  -0.442
H  0.144  -1.111  0.996
H  2.066  0.312  0.593
H  0.621  1.250  0.237
Cl  3.379  -1.832  0.242
C  4.909  -1.994  1.140
C  5.722  -0.726  1.104
Cl  6.355  -0.381  -0.524
H  5.458  -2.832  0.720
H  4.647  -2.236  2.169
H  6.580  -0.823  1.766
H  5.135  0.132  1.422
Cl  3.383  3.838  0.929
C  2.761  4.074  -0.731
C  3.846  4.431  -1.710
Cl  4.524  6.063  -1.424
H  1.995  4.841  -0.697
H  2.301  3.133  -1.031
H  3.437  4.430  -2.713
H  4.667  3.721  -1.671
Cl  2.907  6.264  -4.543
C  3.708  5.767  -6.054
C  3.095  4.494  -6.570
Cl  3.465  3.150  -5.462
H  4.768  5.641  -5.850
H  3.587  6.573  -6.775
H  3.500  4.240  -7.548
H  2.015  4.578  -6.655
Cl  -0.393  5.701  -1.683
C  -1.395  6.096  -0.264
C  -0.950  7.374  0.395
Cl  0.647  7.200  1.166
H  -1.345  5.257  0.425
H  -2.420  6.196  -0.614
H  -1.656  7.648  1.177
H  -0.891  8.190  -0.320

Values from the calculation:
* 2S+1: 1
* HOMO energy: -10.12 eV
* ΔE to the lowest compared entry with this formula, charge and spin: 0.0 kcal/mol
* F_max: 3.1 eV/A
* net charge: 0

---

Here is C15H29ClGaNaO2 as an isolated structure in a non-equilibrium geometry from the Open Molecules 2025 dataset. Energies are from wB97M-V/def2-TZVPD.

Positions of all 49 atoms, in Å:
C  -2.671  -0.202  1.444
C  -2.570  -0.507  0.262
Ga  -2.165  -0.799  -1.751
Cl  -3.116  -2.868  -2.233
C  -0.172  -0.991  -2.154
C  0.591  -2.065  -1.257
C  0.853  -1.600  0.228
C  2.319  -0.979  0.447
C  2.227  -0.173  1.830
C  3.640  0.052  2.511
C  3.843  -0.983  3.718
C  3.378  -0.358  5.109
O  4.456  -0.443  6.067
C  4.091  0.280  7.251
C  -3.109  0.733  -2.725
O  -2.626  0.986  -4.065
C  -3.714  1.183  -4.970
C  -4.589  2.473  -4.697
C  -4.053  3.691  -5.588
H  -3.063  0.033  2.459
H  -0.100  -1.381  -3.223
H  0.403  -0.018  -2.160
H  1.562  -2.306  -1.798
H  -0.033  -3.020  -1.235
H  0.755  -2.483  0.919
H  0.145  -0.783  0.565
H  3.123  -1.762  0.465
H  2.466  -0.276  -0.426
H  1.577  -0.822  2.497
H  1.674  0.797  1.660
H  3.616  1.074  3.003
H  4.494  0.052  1.783
H  4.918  -1.300  3.781
H  3.201  -1.887  3.519
H  3.013  0.703  5.021
H  2.514  -1.002  5.470
H  4.280  1.380  7.055
H  3.016  0.122  7.551
H  4.734  -0.060  8.113
H  -3.002  1.682  -2.105
H  -4.216  0.499  -2.730
H  -4.403  0.279  -4.874
H  -3.357  1.222  -6.044
H  -4.607  2.813  -3.629
H  -5.669  2.300  -4.992
H  -4.942  4.270  -5.961
H  -3.384  4.387  -4.999
H  -3.495  3.313  -6.493
Na  -1.835  -5.260  -2.619

Values from the calculation:
* 2S+1: 1
* HOMO energy: -7.69 eV
* F_max: 2.0 eV/A
* net charge: 0

---

Here is a 2-piece molecular cluster, C15H29NO6P overall in a non-equilibrium geometry from the Open Molecules 2025 dataset. Energies are from wB97M-V/def2-TZVPD.

Positions of all 52 atoms, in Å:
C  0.191  -0.685  2.186
C  0.935  -1.495  1.035
O  0.215  -2.067  0.174
O  2.339  -1.675  0.899
C  2.994  -1.906  2.166
C  2.502  -3.206  2.958
C  3.256  -4.561  2.557
O  3.253  -4.867  1.141
C  1.958  -4.753  0.571
O  0.929  -5.329  0.967
P  2.554  -5.938  3.665
O  3.442  -6.179  4.905
H  0.166  -1.266  3.182
H  -0.914  -0.598  1.866
H  0.554  0.386  2.332
H  4.109  -2.082  1.919
H  2.990  -0.985  2.857
H  2.751  -3.018  4.071
H  1.380  -3.402  2.923
H  4.359  -4.417  2.865
H  1.859  -4.059  -0.345
H  1.252  -5.458  4.093
H  2.286  -7.148  2.913
C  -3.585  3.796  -1.588
C  -2.870  2.442  -1.772
C  -2.365  2.316  -3.227
C  -1.184  3.213  -3.585
C  -0.294  3.553  -2.392
C  -0.375  2.552  -1.217
N  -1.771  2.454  -0.792
O  -1.956  1.590  0.283
C  0.452  3.167  -0.068
C  0.286  1.220  -1.621
C  -3.931  1.334  -1.598
H  -3.986  3.893  -0.576
H  -4.426  3.904  -2.287
H  -2.911  4.640  -1.756
H  -2.074  1.277  -3.420
H  -3.184  2.517  -3.932
H  -0.591  2.720  -4.363
H  -1.547  4.145  -4.034
H  0.741  3.658  -2.738
H  -0.578  4.548  -2.030
H  -0.004  4.096  0.289
H  1.469  3.407  -0.402
H  0.542  2.486  0.783
H  1.331  1.383  -1.915
H  -0.210  0.732  -2.463
H  0.299  0.509  -0.792
H  -4.731  1.445  -2.340
H  -4.409  1.373  -0.616
H  -3.498  0.339  -1.732

Values from the calculation:
* 2S+1: 1
* HOMO energy: -1.29 eV
* F_max: 4.7 eV/A
* net charge: -1

---

Here is a 3-piece molecular cluster, C15H29NO6P overall in a non-equilibrium geometry from the Open Molecules 2025 dataset. Energies are from wB97M-V/def2-TZVPD.

Positions of all 52 atoms, in Å:
C  -1.932  -2.419  -0.484
P  -0.531  -2.233  -1.704
O  0.875  -2.076  -0.767
N  -0.626  -0.624  -2.516
C  0.487  -0.303  -3.290
C  0.542  0.975  -3.959
C  -0.593  1.905  -3.796
C  -0.440  3.297  -4.523
O  -1.125  3.627  -5.426
O  0.573  4.118  -3.992
O  0.682  3.925  -2.634
C  -1.745  1.531  -2.989
C  -1.699  0.213  -2.352
H  -1.521  -3.031  0.372
H  -2.837  -2.931  -0.899
H  -2.202  -1.397  -0.099
H  1.150  -2.961  -0.459
H  1.328  -1.030  -3.363
H  1.432  1.262  -4.558
H  1.324  3.216  -2.424
H  -2.595  2.235  -2.846
H  -2.579  -0.052  -1.715
C  -4.403  -6.417  2.477
C  -3.096  -6.572  1.719
O  -2.115  -5.605  2.070
C  -1.703  -5.589  3.431
C  -1.093  -6.899  3.897
H  -4.822  -5.420  2.316
H  -5.127  -7.161  2.141
H  -4.269  -6.546  3.552
H  -3.290  -6.441  0.652
H  -2.691  -7.582  1.837
H  -2.538  -5.294  4.074
H  -0.954  -4.799  3.516
H  -1.803  -7.726  3.838
H  -0.761  -6.815  4.933
H  -0.234  -7.162  3.275
C  2.778  5.294  -0.927
C  2.221  5.393  0.484
O  3.128  4.965  1.484
C  4.356  5.676  1.567
C  4.184  7.157  1.854
H  3.082  4.265  -1.146
H  2.026  5.600  -1.653
H  3.653  5.929  -1.067
H  1.346  4.744  0.564
H  1.873  6.408  0.696
H  4.946  5.518  0.658
H  4.919  5.220  2.384
H  3.630  7.666  1.063
H  5.158  7.641  1.946
H  3.632  7.303  2.786

Values from the calculation:
* 2S+1: 1
* HOMO energy: -11.46 eV
* F_max: 3.2 eV/A
* net charge: +1